C22H11Cl3F3IN2O3Re as an isolated structure. Source: the OMol25 dataset; level of theory: ωB97M-V/def2-TZVPD.

Charge: +2
ΔE to the lowest compared entry with this formula, charge and spin in eV: 0.000
Kohn-Sham gap (spin up / spin down) in Ha: 0.23102 / 0.20473
2S+1: 4
Calculated total energy in hartree: -3235.8387
<S²>: 3.78
Max |F| in eV Å⁻¹: 0.7
Highest occupied orbital energy (spin up / spin down) in eV: -14.0 / -14.2
LUMO level (spin up / spin down) in Ha: -0.2826 / -0.3169

Element x y z (Å)
Re 0.300 0.585 0.445
Cl -0.184 -2.480 7.129
C -0.292 -1.920 5.512
C -1.324 -2.383 4.688
C -1.455 -1.935 3.387
Cl -2.731 -2.517 2.385
C -0.559 -1.015 2.870
O -0.745 -0.555 1.619
C 0.503 -0.583 3.683
C 1.508 0.276 3.194
O 1.624 0.708 2.009
C 0.621 -1.032 5.016
H -2.034 -3.102 5.077
H 2.285 0.600 3.887
H 1.435 -0.682 5.639
Cl 5.206 -0.974 -4.093
C 4.081 -0.133 -3.109
C 4.021 1.232 -3.141
C 3.109 1.954 -2.339
I 3.023 4.016 -2.414
C 2.260 1.281 -1.498
O 1.346 1.839 -0.669
C 2.313 -0.105 -1.487
N 1.411 -0.712 -0.639
C 1.370 -2.052 -0.538
C 2.229 -2.840 -1.278
C 3.148 -2.254 -2.135
C 3.206 -0.860 -2.264
H 4.691 1.769 -3.799
H 0.638 -2.480 0.134
H 2.168 -3.914 -1.175
H 3.828 -2.871 -2.709
F -5.509 1.356 -3.336
C -5.095 2.239 -2.430
F -5.988 2.286 -1.441
F -5.017 3.436 -2.997
C -3.750 1.803 -1.866
C -3.659 0.567 -1.239
C -2.462 0.191 -0.690
N -1.364 0.987 -0.759
C -1.450 2.179 -1.399
C -2.633 2.614 -1.955
H -4.512 -0.095 -1.172
H -2.349 -0.754 -0.176
H -0.543 2.764 -1.466
H -2.671 3.570 -2.457

What are the natural (NBO) partial charges on each atom? They are as follows, in elementary charge units:
1 Re 1.931
2 Cl 0.108
3 C -0.065
4 C -0.117
5 C -0.115
6 Cl 0.074
7 C 0.413
8 O -0.732
9 C -0.276
10 C 0.469
11 O -0.626
12 C -0.114
13 H 0.272
14 H 0.209
15 H 0.255
16 Cl 0.100
17 C -0.026
18 C -0.219
19 C -0.179
20 I 0.298
21 C 0.284
22 O -0.707
23 C 0.092
24 N -0.452
25 C 0.094
26 C -0.258
27 C -0.040
28 C -0.041
29 H 0.269
30 H 0.237
31 H 0.266
32 H 0.267
33 F -0.294
34 C 0.964
35 F -0.295
36 F -0.294
37 C 0.005
38 C -0.200
39 C 0.067
40 N -0.538
41 C 0.073
42 C -0.207
43 H 0.271
44 H 0.243
45 H 0.256
46 H 0.277


C22H12BF4N4O2PtS2 as an isolated structure. Source: the OMol25 dataset; level of theory: ωB97M-V/def2-TZVPD.

Charge: -1
ΔE to the lowest compared entry with this formula, charge and spin in eV: 2.344
Kohn-Sham gap (spin up / spin down) in Ha: 0.21156 / 0.21158
Calculated total energy in hartree: -2555.3593
Max |F| in eV Å⁻¹: 2.8
Highest occupied orbital energy (spin up / spin down) in eV: -5.8 / -5.8
LUMO level (spin up / spin down) in Ha: -0.0017 / -0.0017

Element x y z (Å)
Pt 0.003 -0.151 -0.105
O -1.820 -1.198 0.275
C -2.883 -0.558 -0.133
C -3.890 -1.311 -0.775
C -5.087 -0.744 -1.149
C -5.345 0.610 -0.926
C -4.369 1.374 -0.327
C -3.140 0.830 0.058
C -2.184 1.703 0.691
N -0.984 1.347 0.950
N -0.159 2.148 1.718
C 0.922 1.460 1.966
O 1.033 0.231 1.615
C 2.054 2.054 2.696
C 2.031 3.395 3.066
C 3.118 3.946 3.717
C 4.230 3.165 3.996
C 4.258 1.831 3.617
C 3.174 1.270 2.963
H -3.689 -2.359 -0.940
H -5.837 -1.363 -1.622
H -6.286 1.050 -1.223
H -4.541 2.428 -0.148
H -2.482 2.702 1.002
H 1.160 3.992 2.835
H 3.102 4.990 4.003
H 5.082 3.602 4.499
H 5.132 1.225 3.814
H 3.199 0.246 2.622
S 1.053 1.553 -1.249
C 1.758 0.675 -2.566
C 2.800 1.210 -3.323
C 3.342 0.488 -4.369
C 4.403 1.053 -5.137
N 5.238 1.526 -5.767
C 2.843 -0.791 -4.683
C 1.789 -1.311 -3.954
C 1.242 -0.578 -2.905
S -0.106 -1.208 -2.008
C 3.424 -1.562 -5.730
N 3.891 -2.176 -6.581
H 3.197 2.181 -3.062
H 1.413 -2.300 -4.177
F 4.503 -1.599 0.600
B 3.744 -0.981 -0.383
F 2.402 -1.453 -0.293
F 3.766 0.398 -0.204
F 4.215 -1.292 -1.663

What are the natural (NBO) partial charges on each atom? They are as follows, in elementary charge units:
1 Pt 1.172
2 O -0.753
3 C 0.382
4 C -0.243
5 C -0.182
6 C -0.289
7 C -0.136
8 C -0.240
9 C 0.148
10 N -0.244
11 N -0.412
12 C 0.568
13 O -0.631
14 C -0.061
15 C -0.180
16 C -0.234
17 C -0.200
18 C -0.202
19 C -0.168
20 H 0.216
21 H 0.206
22 H 0.209
23 H 0.202
24 H 0.212
25 H 0.224
26 H 0.206
27 H 0.205
28 H 0.216
29 H 0.261
30 S 0.015
31 C -0.183
32 C -0.141
33 C -0.122
34 C 0.285
35 N -0.303
36 C -0.144
37 C -0.168
38 C -0.111
39 S 0.149
40 C 0.297
41 N -0.314
42 H 0.239
43 H 0.234
44 F -0.568
45 B 1.337
46 F -0.600
47 F -0.575
48 F -0.578


C22H12F14N2OS2 as an isolated structure. Source: the OMol25 dataset; level of theory: ωB97M-V/def2-TZVPD.

Kohn-Sham gap in Ha: 0.29911
Calculated total energy in hartree: -3224.7923
Max |F| in eV Å⁻¹: 2.3
Highest occupied orbital energy in eV: -9.2
LUMO level in Ha: -0.0378

Element x y z (Å)
O 2.557 0.359 2.120
C 2.453 -0.631 1.435
C 3.102 -0.695 0.009
C 2.913 0.585 -0.795
C 3.818 1.741 -0.561
S 5.169 1.651 0.639
C 3.697 2.928 -1.226
F 4.530 3.954 -0.983
C 2.651 3.165 -2.198
N 2.361 4.242 -2.905
S 1.056 3.844 -3.814
N 0.841 2.322 -3.314
C 1.772 2.006 -2.413
C 1.904 0.736 -1.725
C 0.848 -0.327 -2.095
C -0.512 0.175 -1.457
C -1.525 -0.962 -1.613
F -1.658 -1.194 -2.961
F -1.091 -2.154 -1.101
C -2.960 -0.730 -1.005
F -3.773 -1.585 -1.707
F -2.972 -1.218 0.264
C -3.601 0.679 -1.197
F -3.230 1.100 -2.446
F -4.943 0.509 -1.306
C -3.288 1.844 -0.206
F -2.269 2.591 -0.715
F -4.359 2.688 -0.213
C -2.953 1.570 1.282
F -1.769 0.935 1.479
F -2.765 2.794 1.855
C -4.059 0.851 2.160
F -4.648 1.757 2.960
F -3.436 -0.016 2.979
F -5.017 0.235 1.463
C 1.714 -1.896 1.889
C 2.314 -2.984 2.559
C 1.512 -4.088 2.872
C 0.143 -4.170 2.558
C -0.469 -3.068 1.927
C 0.341 -1.964 1.613
H 4.194 -0.783 0.203
H 2.790 -1.613 -0.510
H 4.560 2.171 1.744
H 1.161 -1.258 -1.590
H 0.771 -0.470 -3.182
H -0.794 1.045 -2.075
H -0.258 0.443 -0.420
H 3.380 -2.931 2.809
H 1.943 -4.959 3.386
H -0.470 -5.050 2.781
H -1.529 -3.047 1.649
H -0.147 -1.123 1.100

What are the natural (NBO) partial charges on each atom? They are as follows, in elementary charge units:
1 O -0.514
2 C 0.614
3 C -0.553
4 C 0.025
5 C -0.217
6 S -0.008
7 C 0.400
8 F -0.297
9 C 0.042
10 N -0.565
11 S 0.932
12 N -0.647
13 C 0.180
14 C -0.041
15 C -0.422
16 C -0.509
17 C 0.660
18 F -0.324
19 F -0.323
20 C 0.576
21 F -0.302
22 F -0.311
23 C 0.585
24 F -0.301
25 F -0.283
26 C 0.577
27 F -0.293
28 F -0.292
29 C 0.555
30 F -0.296
31 F -0.291
32 C 0.926
33 F -0.297
34 F -0.297
35 F -0.297
36 C -0.169
37 C -0.145
38 C -0.228
39 C -0.210
40 C -0.188
41 C -0.199
42 H 0.272
43 H 0.237
44 H 0.164
45 H 0.224
46 H 0.246
47 H 0.275
48 H 0.241
49 H 0.215
50 H 0.218
51 H 0.222
52 H 0.226
53 H 0.206


C22H12F3N3O3Pd as an isolated structure. Source: the OMol25 dataset; level of theory: ωB97M-V/def2-TZVPD.

Charge: -2
Kohn-Sham gap in Ha: 0.18158
Calculated total energy in hartree: -1663.0296
Max |F| in eV Å⁻¹: 1.8
Highest occupied orbital energy in eV: -0.1
LUMO level in Ha: 0.1796

Element x y z (Å)
Pd 0.002 -0.648 0.243
O -1.196 3.031 -2.218
C -0.925 1.949 -1.697
N -0.342 1.703 -0.507
C 0.058 2.734 0.263
O -0.096 3.942 0.081
C 0.775 2.297 1.522
C 1.047 3.259 2.494
C 1.701 2.893 3.655
C 2.060 1.556 3.807
C 1.763 0.673 2.784
N 1.144 1.022 1.661
C -1.280 0.692 -2.460
C -2.124 0.803 -3.562
C -2.453 -0.324 -4.292
C -1.924 -1.545 -3.878
C -1.087 -1.561 -2.777
N -0.754 -0.477 -2.082
H 0.747 4.278 2.295
H 1.928 3.624 4.421
H 2.580 1.218 4.697
H 2.041 -0.374 2.858
H -2.485 1.786 -3.825
H -3.095 -0.258 -5.162
H -2.143 -2.455 -4.422
H -0.640 -2.489 -2.434
O -1.909 -2.299 1.922
C -1.256 -1.572 1.268
F 5.914 4.114 -4.907
C 6.252 2.814 -4.644
F 6.470 2.280 -5.868
F 7.491 2.920 -4.085
C 5.291 2.067 -3.814
C 4.412 1.140 -4.387
C 3.571 0.407 -3.592
C 3.568 0.565 -2.187
C 4.407 1.563 -1.638
C 5.247 2.296 -2.432
C 2.719 -0.187 -1.381
C 1.894 -0.785 -0.691
H 4.406 1.014 -5.461
H 2.876 -0.294 -4.033
H 4.353 1.753 -0.575
H 5.883 3.064 -2.007

What are the natural (NBO) partial charges on each atom? They are as follows, in elementary charge units:
1 Pd 0.223
2 O -0.646
3 C 0.617
4 N -0.710
5 C 0.627
6 O -0.649
7 C 0.128
8 C -0.231
9 C -0.207
10 C -0.283
11 C 0.043
12 N -0.384
13 C 0.139
14 C -0.231
15 C -0.207
16 C -0.283
17 C 0.043
18 N -0.388
19 H 0.233
20 H 0.190
21 H 0.194
22 H 0.199
23 H 0.232
24 H 0.190
25 H 0.193
26 H 0.200
27 O -0.645
28 C 0.354
29 F -0.355
30 C 0.972
31 F -0.345
32 F -0.352
33 C -0.214
34 C -0.186
35 C -0.235
36 C -0.046
37 C -0.228
38 C -0.183
39 C -0.298
40 C -0.309
41 H 0.203
42 H 0.216
43 H 0.219
44 H 0.202


Copy entry 1 word for word.
C22H11Cl3F3IN2O3Re as an isolated structure. Source: the OMol25 dataset; level of theory: ωB97M-V/def2-TZVPD.

Charge: +2
ΔE to the lowest compared entry with this formula, charge and spin in eV: 0.000
Kohn-Sham gap (spin up / spin down) in Ha: 0.23102 / 0.20473
2S+1: 4
Calculated total energy in hartree: -3235.8387
<S²>: 3.78
Max |F| in eV Å⁻¹: 0.7
Highest occupied orbital energy (spin up / spin down) in eV: -14.0 / -14.2
LUMO level (spin up / spin down) in Ha: -0.2826 / -0.3169

Element x y z (Å)
Re 0.300 0.585 0.445
Cl -0.184 -2.480 7.129
C -0.292 -1.920 5.512
C -1.324 -2.383 4.688
C -1.455 -1.935 3.387
Cl -2.731 -2.517 2.385
C -0.559 -1.015 2.870
O -0.745 -0.555 1.619
C 0.503 -0.583 3.683
C 1.508 0.276 3.194
O 1.624 0.708 2.009
C 0.621 -1.032 5.016
H -2.034 -3.102 5.077
H 2.285 0.600 3.887
H 1.435 -0.682 5.639
Cl 5.206 -0.974 -4.093
C 4.081 -0.133 -3.109
C 4.021 1.232 -3.141
C 3.109 1.954 -2.339
I 3.023 4.016 -2.414
C 2.260 1.281 -1.498
O 1.346 1.839 -0.669
C 2.313 -0.105 -1.487
N 1.411 -0.712 -0.639
C 1.370 -2.052 -0.538
C 2.229 -2.840 -1.278
C 3.148 -2.254 -2.135
C 3.206 -0.860 -2.264
H 4.691 1.769 -3.799
H 0.638 -2.480 0.134
H 2.168 -3.914 -1.175
H 3.828 -2.871 -2.709
F -5.509 1.356 -3.336
C -5.095 2.239 -2.430
F -5.988 2.286 -1.441
F -5.017 3.436 -2.997
C -3.750 1.803 -1.866
C -3.659 0.567 -1.239
C -2.462 0.191 -0.690
N -1.364 0.987 -0.759
C -1.450 2.179 -1.399
C -2.633 2.614 -1.955
H -4.512 -0.095 -1.172
H -2.349 -0.754 -0.176
H -0.543 2.764 -1.466
H -2.671 3.570 -2.457

What are the natural (NBO) partial charges on each atom? They are as follows, in elementary charge units:
1 Re 1.931
2 Cl 0.108
3 C -0.065
4 C -0.117
5 C -0.115
6 Cl 0.074
7 C 0.413
8 O -0.732
9 C -0.276
10 C 0.469
11 O -0.626
12 C -0.114
13 H 0.272
14 H 0.209
15 H 0.255
16 Cl 0.100
17 C -0.026
18 C -0.219
19 C -0.179
20 I 0.298
21 C 0.284
22 O -0.707
23 C 0.092
24 N -0.452
25 C 0.094
26 C -0.258
27 C -0.040
28 C -0.041
29 H 0.269
30 H 0.237
31 H 0.266
32 H 0.267
33 F -0.294
34 C 0.964
35 F -0.295
36 F -0.294
37 C 0.005
38 C -0.200
39 C 0.067
40 N -0.538
41 C 0.073
42 C -0.207
43 H 0.271
44 H 0.243
45 H 0.256
46 H 0.277